Record 1
The following is a quantum chemistry calculation of 2 unconnected molecules or ions with the total composition C3H5O3 at a distorted geometry, from the OMol25 dataset.

The geometry in ORCA input format:
```
! RIJCOSX wB97M-V def2-TZVPD def2/J DEFGRID3
* xyz -1 1
O 0.65072 2.37012 2.00942
C 0.84590 1.34494 1.37741
C 0.53100 1.11267 -0.01693
H 1.07998 0.44520 2.10394
H -0.40262 0.36639 -0.07980
H 0.24667 2.02805 -0.56701
H 1.46029 0.55429 -0.37074
O 0.02121 -1.43959 -1.29123
C -1.09121 -2.07225 -1.16877
O -2.22982 -1.69259 -1.53614
H -1.11211 -3.01721 -0.46016
*
```

* HOMO-LUMO gap: 0.30013 Eh

Record 2
The following is a quantum chemistry calculation of a molecular structure, C26H69FeN6O8 at a distorted geometry, from the OMol25 dataset.

The geometry in ORCA input format:
```
! RIJCOSX wB97M-V def2-TZVPD def2/J DEFGRID3
* xyz 1 5
Fe 3.87673 -0.41424 -1.41600
C 0.37746 1.81759 -1.35017
C 1.70295 1.05709 -1.21007
O 1.91313 0.07466 -0.54060
O 2.67356 1.37255 -1.89399
H -0.44246 1.11807 -1.51295
H 0.41602 2.51552 -2.18653
H 0.11051 2.48510 -0.53087
C 6.03975 0.14050 2.45837
C 5.03124 -0.49175 1.63546
C 3.58988 -0.48182 2.17467
O 2.98514 -1.75802 1.75691
C 1.62553 -1.92670 2.27553
N 5.08664 0.16240 0.35077
H 7.06952 -0.18052 2.30143
H 5.74496 -0.16135 3.46340
H 6.19134 1.21776 2.39043
H 5.25754 -1.55700 1.58913
H 3.12434 0.47321 1.93119
H 3.70790 -0.45800 3.25800
H 0.97578 -1.06880 2.44857
H 1.68906 -2.42736 3.24166
H 1.14908 -2.55180 1.52032
H 6.02407 0.04385 -0.00598
H 4.83364 1.13011 0.49087
C -2.67566 -4.14724 3.64976
C -2.09567 -3.31009 2.49346
C -2.86380 -3.19433 1.17725
O -2.10011 -2.95662 -0.01555
C -1.78729 -1.57698 -0.18787
N -2.01372 -1.98955 3.11593
H -3.13659 -5.04945 3.24771
H -3.41580 -3.59531 4.22913
H -1.87195 -4.30811 4.36828
H -1.04033 -3.54984 2.36359
H -3.85588 -2.78003 1.35678
H -3.10272 -4.24954 1.04474
H -2.76605 -1.10462 -0.27154
H -1.30460 -1.31474 -1.12933
H -1.32942 -1.06864 0.66068
H -2.88134 -1.68323 3.53247
H -1.82619 -1.21018 2.50150
C 0.34029 -5.40886 -2.28313
C 0.78740 -3.92976 -2.50938
C -0.21600 -3.15365 -3.44732
O 0.57210 -2.05617 -3.82491
C -0.18973 -1.10604 -4.55541
N 0.92220 -3.25819 -1.20800
H -0.50893 -5.42986 -1.60013
H 1.08431 -6.13237 -1.94986
H 0.02632 -5.74056 -3.27282
H 1.73144 -4.09676 -3.02803
H -1.12224 -2.96407 -2.87210
H -0.44701 -3.73119 -4.34241
H -0.87294 -0.58197 -3.88708
H -0.67834 -1.56793 -5.41332
H 0.43193 -0.27826 -4.89661
H 0.78826 -2.25714 -1.21540
H 0.14068 -3.58521 -0.65810
C 4.23787 3.54201 3.14771
C 3.47246 3.60386 1.82682
C 2.76693 4.91203 1.45383
O 1.79155 5.16511 2.52421
C 1.20521 6.48622 2.29549
N 4.19493 2.91930 0.74485
H 3.61565 3.77381 4.01212
H 5.02023 4.29996 3.10857
H 4.83608 2.64990 3.33315
H 2.68454 2.85570 1.91367
H 2.38329 4.77777 0.44245
H 3.50337 5.71454 1.41200
H 0.40739 6.68505 3.01106
H 0.88910 6.81757 1.30636
H 1.92723 7.25496 2.57083
H 5.11590 3.33391 0.74586
H 3.84959 3.21332 -0.15758
C -4.81234 -2.39545 -5.80419
C -4.34128 -1.04217 -6.43639
C -4.30775 0.18878 -5.40626
O -3.59003 -0.18767 -4.27571
C -3.68969 0.75272 -3.18541
N -3.05813 -1.24794 -7.00959
H -5.76519 -2.27049 -5.28982
H -4.18773 -2.93229 -5.09021
H -4.88115 -3.10668 -6.62731
H -5.05172 -0.73924 -7.20555
H -5.29573 0.37416 -4.98481
H -3.84028 1.03901 -5.90293
H -4.61741 0.67896 -2.61796
H -3.43079 1.79706 -3.35980
H -2.98859 0.67241 -2.35468
H -2.46298 -1.16753 -6.19754
H -2.88802 -0.39136 -7.51697
C -0.44861 2.36228 4.01368
C -0.64900 2.07776 2.52967
C -1.94999 1.52310 1.95766
O -2.60508 0.58657 2.82947
C -3.41946 1.10075 3.91401
N -0.33180 3.33809 1.73971
H 0.60461 2.57842 4.19286
H -0.54812 1.42938 4.56856
H -1.12341 3.07993 4.48029
H 0.16464 1.41005 2.24638
H -1.72582 1.01064 1.02212
H -2.80133 2.17086 1.74853
H -4.15389 1.77076 3.46701
H -3.02289 1.79494 4.65491
H -3.86661 0.23978 4.41090
H -0.90671 4.05646 2.15628
H 0.61475 3.67877 1.82959
*
```

* HOMO-LUMO gap (alpha / beta): 0.21142 / 0.20297 Eh
* expectation value of S²: 6.01

Record 3
The following is a quantum chemistry calculation of a molecular structure, C41H37F5OP2Pb at a distorted geometry, from the OMol25 dataset.

The geometry in ORCA input format:
```
! RIJCOSX wB97M-V def2-TZVPD def2/J DEFGRID3
* xyz 2 1
Pb 0.06331 4.91207 1.51102
C -1.55645 2.56868 5.62645
C -0.95726 1.51777 5.06200
C -1.57881 0.31870 4.40553
C -2.05413 0.51679 2.93500
C -3.01740 1.63132 2.65556
C -3.72520 2.32869 3.55627
C -3.95397 1.98980 5.00266
C -3.00956 2.70876 5.96355
C -1.78903 5.22462 0.35863
H -0.94489 3.38237 6.02794
H 0.14458 1.49143 5.00262
H -2.41159 -0.07022 5.00740
H -0.78958 -0.46358 4.36548
H -1.17430 0.62726 2.27674
H -2.51490 -0.43380 2.62861
H -3.13598 1.86958 1.59210
H -4.33038 3.18453 3.23513
H -3.92323 0.90319 5.14472
H -4.98836 2.30172 5.24157
H -3.27219 3.77012 5.98412
H -3.21704 2.33395 6.97216
H -2.12211 6.27221 0.36107
H -2.55275 4.52968 0.73102
H -1.39917 4.94484 -0.63729
P 3.27694 -2.50829 -2.41617
P 0.65245 -2.19644 -4.41279
C 1.95127 -3.74098 -2.47332
C 0.92000 -3.63792 -3.34922
C 4.77617 -3.58662 -2.36825
C 4.75986 -4.91800 -1.92876
C 5.95061 -5.64717 -1.84640
C 7.16423 -5.07545 -2.24640
C 7.17144 -3.76699 -2.74359
C 5.99368 -3.02978 -2.81735
C 3.07761 -1.96256 -0.67330
C 1.92722 -1.19696 -0.39481
C 1.66879 -0.77514 0.90509
C 2.55576 -1.10833 1.93243
C 3.70179 -1.86062 1.65923
C 3.96821 -2.27830 0.35623
C 0.27815 -3.14972 -5.95626
C 1.35491 -3.84048 -6.54488
C 1.13195 -4.66908 -7.64165
C -0.14586 -4.80832 -8.19379
C -1.19629 -4.08082 -7.63356
C -0.99197 -3.23743 -6.53801
C -1.02072 -1.66284 -3.89529
C -1.43031 -0.37059 -4.28012
C -2.72578 0.05459 -4.02080
C -3.61770 -0.78229 -3.34723
C -3.19866 -2.04479 -2.91645
C -1.89551 -2.47355 -3.16551
H 1.98726 -4.54252 -1.72068
H 0.22186 -4.47138 -3.49807
H 3.82038 -5.39322 -1.64617
H 5.92900 -6.67291 -1.47049
H 8.09448 -5.64821 -2.17682
H 8.11353 -3.31992 -3.07893
H 5.99470 -2.01249 -3.21912
H 1.23315 -0.95367 -1.19801
H 0.77393 -0.18427 1.11628
H 2.35681 -0.77437 2.94988
H 4.39475 -2.12500 2.46048
H 4.86095 -2.86851 0.14190
H 2.35599 -3.75200 -6.11621
H 1.96304 -5.22527 -8.07222
H -0.31818 -5.47013 -9.05193
H -2.19876 -4.17380 -8.05048
H -1.82695 -2.67814 -6.11229
H -0.72167 0.27681 -4.79668
H -3.04486 1.04730 -4.35267
H -4.64014 -0.45554 -3.16489
H -3.88983 -2.70184 -2.38808
H -1.57228 -3.44685 -2.80084
F -2.45677 8.87874 7.18415
C -2.12384 8.00514 6.21343
C -3.14377 7.30969 5.55798
F -4.43555 7.44821 5.93403
C -2.82527 6.45917 4.52291
F -3.79995 5.75077 3.89192
C -1.48688 6.28111 4.10129
O -1.26533 5.42880 3.14307
C -0.45988 6.96489 4.79988
F 0.84829 6.75641 4.46074
C -0.77951 7.80502 5.84801
F 0.19349 8.45235 6.52950
*
```

* HOMO-LUMO gap (alpha / beta): 0.16325 / 0.17058 Eh